[1]
The following is a quantum chemistry calculation of a 5-piece molecular cluster, C2H15NO4 overall, from OMol25.

Each line ends with the natural charge from an NBO analysis.
CARTESIAN COORDINATES (ANGSTROEM)
C (-2.348988, 1.083228, -0.990286)  -0.64
C (-1.789541, -0.312467, -1.101663)  -0.21
N (-1.268119, -0.859960, 0.185225)  -0.84
H (-2.895510, 1.252030, -0.056965)  0.20
H (-1.636241, 1.910530, -0.972636)  0.21
H (-3.068992, 1.226423, -1.837519)  0.22
H (-2.466399, -0.966244, -1.659190)  0.20
H (-0.882886, -0.173130, -1.785775)  0.16
H (-1.003069, -0.065423, 0.769709)  0.36
H (-2.064797, -1.119086, 0.795390)  0.35
H (1.106556, -2.998310, 0.749275)  0.48
H (0.756842, -1.381686, 0.945318)  0.51
O (1.398969, -2.105689, 0.920876)  -1.00
H (0.150060, 0.796755, 3.417797)  0.47
H (1.082575, -0.311642, 3.612287)  0.48
O (0.528810, 0.062504, 2.914678)  -0.94
H (4.069762, 2.169282, -0.253523)  0.48
H (2.633945, 2.814999, 0.002964)  0.47
O (3.528643, 2.692433, 0.339361)  -0.95
H (1.718370, -1.599288, -1.390409)  0.49
H (0.808087, -0.816943, -2.300295)  0.46
O (1.641933, -1.298310, -2.304625)  -0.95

Cartesian forces, eV/Å:
C -1.60 0.72 -0.35
C 2.34 0.67 -0.43
N -1.40 0.30 0.53
H -0.33 -0.38 -0.08
H 0.34 -0.34 -0.39
H 0.61 0.29 0.71
H 0.10 -0.21 0.64
H -1.10 -0.56 0.74
H 0.68 0.23 -0.46
H 0.22 -0.52 -0.85
H -1.01 0.37 -0.06
H -0.62 -1.16 -0.19
O 1.75 0.63 0.14
H -0.20 0.11 -0.45
H 0.22 -0.45 -0.45
O -0.10 0.39 0.79
H -0.42 -0.09 -0.34
H 0.42 -0.36 -0.33
O 0.00 0.44 0.67
H 0.11 -0.09 0.18
H 0.08 -0.08 -0.11
O -0.09 0.09 0.08

The value obtained for the largest force on an atom is 2.47 eV/A. As for the SMILES: CCN.O.O.O.O. The value obtained for the relative energy (zero: lowest compared OMol25 entry of this formula, charge and spin) is 31.22 kcal per mole. Its orbital gap is 10.4 eV.

[2]
The following is a quantum chemistry calculation of a 4-piece molecular cluster, C23H50Br2O17P3 overall, from OMol25.

Each line ends with the Löwdin charge.
CARTESIAN COORDINATES (ANGSTROEM)
C (2.660420, -1.743494, 5.000714)  -0.14
C (4.250064, -1.394205, 5.072701)  -0.71
Br (4.994471, -0.947875, 3.275109)  0.71
C (4.403288, -0.159274, 6.112662)  -0.66
Br (5.938386, -0.628519, 7.344042)  0.63
O (4.777580, 1.086960, 5.495657)  -0.11
C (3.732866, 2.044713, 5.554722)  -0.38
O (3.084349, 2.343833, 6.599692)  0.06
O (3.376507, 2.794487, 4.386628)  0.08
C (4.147772, 2.368074, 3.234779)  -0.63
O (3.477509, 1.842957, 2.269494)  -0.11
O (5.500266, 2.522990, 3.072503)  -0.16
H (2.511785, -2.547983, 4.203969)  0.08
H (2.093614, -0.765773, 4.751283)  0.09
H (2.287218, -2.051248, 6.045236)  0.08
H (4.853195, -2.303139, 5.453129)  0.07
H (3.449723, -0.120852, 6.735118)  0.11
O (-1.219011, -2.603019, -1.082012)  -0.25
P (-1.341962, -2.488111, 0.441594)  0.70
O (0.264625, -2.252575, 0.755947)  -0.23
C (0.900061, -1.070474, 0.292092)  -0.30
C (0.504367, 0.133318, 1.123116)  -0.07
O (-1.402683, -4.117439, 0.752403)  -0.22
C (-1.794393, -5.035912, -0.259347)  -0.30
C (-0.587091, -5.552190, -1.024524)  -0.07
O (-1.592244, -2.307608, 2.131431)  -0.19
C (-2.393872, -1.235098, 2.603226)  -0.31
C (-3.581155, -0.911292, 1.723889)  -0.09
H (0.680216, -0.898835, -0.766132)  0.10
H (1.977606, -1.230504, 0.382378)  0.12
H (-0.541641, 0.396906, 0.940571)  0.06
H (1.117399, 0.999552, 0.865533)  0.08
H (0.618559, -0.074969, 2.188631)  0.08
H (-2.533147, -4.586011, -0.928587)  0.10
H (-2.291827, -5.876509, 0.233328)  0.11
H (0.065850, -4.743090, -1.358113)  0.05
H (-0.901265, -6.127499, -1.899053)  0.08
H (0.021088, -6.194945, -0.383432)  0.08
H (-1.764848, -0.352667, 2.742915)  0.10
H (-2.756834, -1.523108, 3.594521)  0.12
H (-3.261401, -0.566575, 0.733770)  0.07
H (-4.183634, -0.119757, 2.176061)  0.09
H (-4.209462, -1.794108, 1.578407)  0.08
O (-5.293796, 5.313803, -0.410563)  -0.23
P (-6.196473, 4.083782, -0.269888)  0.70
O (-6.384360, 4.220133, 1.372687)  -0.23
C (-7.076178, 5.340460, 1.897108)  -0.30
C (-8.572462, 5.219016, 1.684531)  -0.09
O (-4.979912, 2.955150, -0.255483)  -0.23
C (-3.713772, 3.249817, -0.833607)  -0.30
C (-2.761483, 3.824332, 0.203603)  -0.07
O (-7.253736, 2.733729, -0.152322)  -0.20
C (-8.497165, 2.769910, -0.840381)  -0.31
C (-8.438393, 3.462202, -2.187260)  -0.09
H (-6.696406, 6.269167, 1.461230)  0.11
H (-6.867716, 5.371334, 2.969566)  0.12
H (-8.819293, 5.323817, 0.625185)  0.06
H (-9.105218, 6.001055, 2.230242)  0.08
H (-8.935161, 4.245060, 2.019926)  0.08
H (-3.824474, 3.917611, -1.692360)  0.10
H (-3.299388, 2.313860, -1.218961)  0.11
H (-3.213950, 4.638163, 0.774615)  0.07
H (-1.852434, 4.198637, -0.272739)  0.08
H (-2.483796, 3.057687, 0.930952)  0.07
H (-9.250591, 3.235797, -0.200134)  0.09
H (-8.808259, 1.731285, -0.987373)  0.12
H (-8.180276, 4.521711, -2.078070)  0.07
H (-9.407729, 3.403216, -2.688117)  0.08
H (-7.681343, 3.002638, -2.827819)  0.09
O (6.174887, -3.187809, -3.960550)  -0.25
P (5.408383, -1.861057, -3.947062)  0.70
O (3.982379, -2.452970, -4.554196)  -0.23
C (3.242723, -3.383268, -3.781556)  -0.30
C (2.536972, -2.700459, -2.628463)  -0.08
O (6.031644, -1.265668, -5.365339)  -0.23
C (7.263284, -1.755088, -5.878948)  -0.31
C (7.033207, -2.911049, -6.838664)  -0.08
O (4.629251, -0.336259, -3.822691)  -0.19
C (4.479096, 0.259761, -2.537340)  -0.30
C (5.651102, 0.026386, -1.606404)  -0.08
H (3.888733, -4.188807, -3.419850)  0.11
H (2.498277, -3.831889, -4.444710)  0.12
H (3.262035, -2.363649, -1.883584)  0.07
H (1.845467, -3.386468, -2.134555)  0.07
H (1.980282, -1.827196, -2.974783)  0.09
H (7.940057, -2.034570, -5.066758)  0.10
H (7.745478, -0.933835, -6.417163)  0.11
H (6.369970, -3.669976, -6.418039)  0.07
H (7.980638, -3.386845, -7.104229)  0.07
H (6.552916, -2.554163, -7.753124)  0.07
H (3.550154, -0.092847, -2.082652)  0.09
H (4.361586, 1.335349, -2.698808)  0.12
H (5.769774, -1.039583, -1.377492)  0.07
H (5.499792, 0.557198, -0.662866)  0.09
H (6.583366, 0.372253, -2.060790)  0.09

Cartesian forces, eV/Å:
C 0.84 0.84 -0.06
C -0.80 -0.32 0.81
Br -0.51 -0.40 1.16
C 0.34 -0.76 -0.36
Br -0.87 0.31 -0.41
O -2.88 0.22 0.11
C -2.74 2.95 1.96
O 2.79 -1.96 -3.77
O 2.89 -2.99 2.26
C 4.57 -1.49 -6.44
O 0.37 1.61 3.50
O -6.00 0.21 2.69
H -0.08 1.18 1.24
H 0.88 -1.67 0.05
H 0.68 0.14 -1.59
H -1.09 1.65 -0.66
H 1.52 0.41 -0.70
O -3.04 2.86 1.12
P 6.78 -6.16 0.86
O -0.50 0.54 -0.30
C 0.39 0.35 0.04
C 0.00 0.10 -0.08
O -1.15 0.67 0.24
C 0.15 -0.15 -0.34
C 0.21 -0.07 0.01
O -2.49 1.61 -2.25
C -0.15 0.42 0.74
C -0.06 -0.15 -0.04
H -0.04 -0.10 -0.02
H -0.10 -0.13 0.06
H -0.15 0.04 -0.05
H 0.02 -0.05 0.15
H 0.13 0.05 -0.09
H 0.21 0.02 -0.01
H 0.06 0.13 0.18
H -0.26 0.06 -0.02
H 0.01 -0.01 0.05
H -0.08 -0.02 -0.02
H -0.02 0.06 -0.04
H 0.12 -0.11 -0.06
H 0.05 0.11 -0.03
H 0.03 -0.03 -0.12
H 0.00 0.04 0.07
O -3.32 0.26 -2.97
P 5.96 -3.02 6.84
O -0.71 0.54 -0.15
C 0.01 0.07 0.30
C -0.10 0.04 -0.01
O -1.19 0.05 -1.15
C 0.60 0.27 0.05
C 0.01 -0.01 0.19
O -0.74 2.21 -2.94
C -0.57 -0.43 -0.05
C 0.13 -0.09 -0.02
H 0.04 -0.03 -0.01
H 0.11 -0.10 -0.10
H -0.07 0.05 -0.08
H 0.01 -0.02 -0.05
H 0.06 0.06 0.04
H 0.00 0.03 0.20
H -0.23 -0.06 0.09
H -0.05 0.02 -0.25
H -0.03 -0.07 0.04
H 0.05 -0.01 -0.10
H -0.04 0.06 -0.02
H 0.13 0.02 0.09
H -0.06 0.08 0.04
H 0.10 0.05 0.01
H -0.08 -0.04 0.02
O 0.17 1.93 3.83
P -2.16 -1.20 -8.56
O 0.09 -0.07 0.76
C -0.32 -0.18 0.01
C -0.03 -0.03 0.11
O 0.35 0.61 1.07
C 0.14 -0.34 -0.16
C -0.13 -0.10 -0.15
O 2.12 -1.27 2.76
C -0.33 0.64 0.49
C 0.05 0.07 -0.13
H 0.05 0.03 -0.04
H 0.13 0.09 -0.10
H 0.01 0.01 0.12
H 0.03 0.07 0.03
H -0.01 -0.10 -0.02
H -0.16 -0.11 -0.09
H -0.20 0.10 0.07
H 0.17 0.10 0.18
H -0.03 0.04 -0.02
H 0.08 0.04 0.02
H 0.01 -0.03 0.05
H 0.01 -0.11 -0.14
H -0.08 -0.10 0.06
H 0.03 -0.09 -0.03
H -0.06 0.06 0.02

The value obtained for the largest force on an atom is 9.56 eV/A. The value obtained for the relative energy (zero: lowest compared OMol25 entry of this formula, charge and spin) is 136.35 kcal per mole. Its total charge is -1. Its orbital gap is 4.5 eV.